No. 1
The following is a DFT calculation (ωB97M-V/def2-TZVPD) of C31H42BN10O2S4Ti as an isolated structure at a distorted geometry.

## Properties
* relative energy (zero: lowest compared OMol25 entry of this formula, charge and spin): 23.8 kcal/mol
* E_tot: -4371.5441 hartree
* lowest unoccupied orbital energy: -4.21 eV
* gap between HOMO and LUMO: 6.701 eV
* net charge: +1

Each line ends with the Löwdin charge.
CARTESIAN COORDINATES (ANGSTROEM)
C: -0.1612 -5.0345 1.4587  -0.03
C: 2.5329 5.2503 1.7619  -0.05
H: -0.5399 -4.5351 0.5700  0.05
N: 2.2591 -1.0589 -1.4108  0.03
B: 2.7833 -0.5965 -0.0175  -0.56
H: 0.2050 4.4188 0.3920  0.09
H: 0.7509 -4.1157 4.6643  0.09
C: 2.7931 -2.1896 -1.9764  -0.03
N: 2.6084 0.9211 0.2324  0.02
H: 2.4797 -1.9167 -5.9592  0.09
H: 1.1285 1.2765 -4.5585  0.04
C: -2.7272 1.2150 2.4798  -0.12
H: 2.6347 -3.4654 3.6391  0.12
O: -1.2662 2.1612 -0.1870  -0.41
H: -0.0850 5.2805 1.9063  0.10
H: 2.1377 6.0403 2.3969  0.10
H: 3.4688 -2.8258 -1.4336  0.14
H: 2.6938 3.4836 3.7761  0.10
O: -2.0891 -2.2732 -2.1438  -0.53
H: -2.3208 -0.8921 2.4534  0.08
S: -0.3032 -1.9123 0.0820  0.75
H: -5.2945 2.7210 0.8856  0.11
H: -0.9575 -0.2099 -4.0122  0.02
C: 1.0162 -2.1431 1.1666  -0.61
Ti: -1.0204 0.4331 -0.1770  0.47
H: 3.8431 3.9299 0.1536  0.12
H: 3.9725 -1.5331 2.2891  0.13
N: 2.1891 -1.4813 1.0995  0.02
C: -4.0505 -0.4134 1.2660  -0.31
C: -2.4047 2.8091 -2.8310  -0.16
C: -3.5740 2.2309 2.0654  -0.09
N: -2.0729 3.1937 -0.4237  0.09
C: -1.2465 -3.3321 2.9552  -0.04
N: 1.0841 -3.0356 2.1900  0.03
C: -4.8750 0.6213 0.8389  -0.05
H: 1.4625 -5.3665 3.6132  0.09
H: -4.6541 -2.3505 1.9190  0.10
H: 1.0677 0.7314 -6.2342  0.10
H: -1.9333 1.4225 3.1839  0.09
H: -0.2077 -5.4984 4.1463  0.10
H: 1.1137 2.7091 3.6031  0.04
C: 1.6569 4.0120 1.9429  -0.53
C: -2.9355 -0.0973 2.0480  -0.11
H: -1.0678 -2.5266 3.6699  0.10
C: -4.3956 -1.8486 0.9852  -0.05
H: -1.0075 -0.6772 -5.7026  0.10
H: 4.3208 1.4909 -0.9273  0.13
C: 0.0631 -4.0423 2.6025  -0.54
H: -3.5557 -2.3908 0.5430  0.06
H: 1.2106 4.4264 3.9978  0.10
H: 3.5612 5.0576 2.0690  0.09
S: -2.9913 -1.1380 -2.0570  0.86
H: 0.9537 -1.6543 -6.7960  0.10
C: -0.5809 -0.9261 -4.7317  -0.04
N: -4.0073 5.6089 -1.7986  0.21
H: -0.9075 -1.9264 -4.4482  0.08
C: 1.6710 3.6233 3.4235  -0.03
N: 1.5168 -1.2059 -3.4739  0.03
C: -3.3817 4.6572 -1.6583  -0.15
H: 2.5426 0.4990 -5.2873  0.10
C: 2.3435 -2.2806 -3.2421  -0.01
H: -1.9420 -4.0431 3.4003  0.10
C: 2.9884 -1.9327 2.1251  -0.03
H: 1.0545 -2.9162 -5.5762  0.09
H: 2.5194 5.6082 0.7319  0.09
C: -4.6343 1.9314 1.2222  -0.07
S: 0.5272 0.9482 -2.0070  0.80
H: 3.9624 -0.8012 -0.0230  0.13
H: -5.7382 0.3975 0.2234  0.12
H: 2.5481 -3.0308 -3.9803  0.12
H: 0.7654 -5.5517 1.2067  0.10
H: -0.4597 3.5592 1.7914  0.05
C: 0.2371 4.3318 1.4779  -0.03
C: 3.5514 1.8019 -0.2437  -0.04
C: 0.9387 -0.8789 -4.8125  -0.53
C: 0.5605 -4.7951 3.8330  -0.04
N: 2.2113 2.8921 1.1231  0.03
C: -2.5761 3.4750 -1.5725  -0.26
H: -5.2535 -1.9255 0.3180  0.08
H: -1.7091 -2.9298 2.0602  0.02
C: 1.4525 -0.4851 -2.3215  -0.59
H: -3.4182 3.2441 2.4090  0.11
N: -2.3106 2.3841 -3.8913  0.23
C: 1.4523 0.4974 -5.2428  -0.03
C: 3.3098 3.0109 0.2955  -0.02
C: 1.7771 1.6056 1.0426  -0.61
N: -2.5255 -0.0374 -1.1481  -0.46
S: 0.4410 0.8905 1.8509  0.77
C: 2.3193 -2.8902 2.7911  -0.02
H: -0.8956 -5.7763 1.7709  0.10
C: 1.3962 -1.9143 -5.8367  -0.04

=====

No. 2
The following is a DFT calculation (ωB97M-V/def2-TZVPD) of C31H42Br27N3OS4 as an isolated structure at a distorted geometry.

## Properties
* E_tot: -72536.9256 hartree
* lowest unoccupied orbital energy: -0.53 eV
* gap between HOMO and LUMO: 8.094 eV

Each line ends with the Löwdin charge.
CARTESIAN COORDINATES (ANGSTROEM)
H: 1.4458 9.3609 -3.1539  -0.03
C: 2.2241 -3.6342 0.2432  -0.24
Br: -2.8823 -6.0751 -0.1249  0.59
H: 0.3817 0.4008 2.5361  0.09
N: 1.2591 1.7292 1.0716  -0.19
Br: -5.2566 9.3833 8.1370  0.57
H: 1.0319 1.6128 -1.4390  0.09
C: 1.0200 6.0217 -5.7246  -1.62
C: 2.4260 -3.8636 -1.1151  -0.22
C: -1.8110 3.7809 5.9317  -1.66
H: -3.9682 -9.0083 -0.9337  -0.06
C: -2.1646 -2.9253 -2.5093  -0.08
H: -2.2122 -3.6694 -1.7099  0.02
H: 6.1347 -0.0603 0.3904  0.07
C: 0.0613 -2.5864 -0.2483  -0.17
C: 0.4478 2.3156 -3.3572  -0.09
C: 0.4175 0.5763 1.4481  -0.23
Br: -0.0864 3.5731 6.7635  0.56
H: 3.3844 0.7300 0.0287  0.12
C: -4.0171 -11.6895 -6.0714  -1.63
H: 2.8772 2.6655 2.0174  0.11
S: 0.5807 4.2869 0.3734  0.89
H: -0.4783 -0.1768 -1.0499  0.09
Br: -6.6694 8.2100 5.5243  0.56
H: 1.5111 2.2504 -3.6299  0.07
Br: 3.7473 -2.1345 3.6528  0.60
H: 6.2285 -4.6798 -1.2472  0.11
C: -4.2675 -9.9507 -0.4916  -1.63
Br: -1.2663 7.4932 2.1092  0.55
H: 2.3494 1.2279 2.8662  0.11
C: 4.9958 1.6560 1.1818  -0.26
Br: -4.7363 -11.1286 -1.9404  0.54
H: 0.0124 1.3362 -3.5977  0.07
C: 6.0770 1.0291 0.2660  -0.12
C: 3.6541 0.9059 1.0784  -0.19
H: -1.3303 1.5994 0.5084  0.09
Br: 0.7810 7.9691 -1.2292  0.54
C: -1.2322 -0.3983 -0.2882  -0.17
H: -0.4200 -2.5683 -3.7339  0.05
C: 0.2813 -2.8092 -1.6698  -0.17
Br: -2.9268 2.2325 6.1993  0.57
H: -0.5969 2.2583 -1.4137  0.09
C: 4.1999 -0.9954 5.1397  -1.63
C: 0.6569 2.9612 1.5203  -1.11
C: -2.7805 8.1205 1.0967  -1.63
Br: 2.6590 -0.6170 6.2364  0.57
H: 0.9249 -0.3125 1.0421  0.09
H: -1.2760 -1.8387 1.3084  0.06
C: 1.0466 3.7494 -1.3062  -0.47
H: -2.2491 -0.2194 -0.6725  0.12
Br: 1.3403 11.1099 -1.4104  0.58
Br: -4.9122 -11.2757 -7.7270  0.57
H: 5.3986 1.6095 2.2074  0.11
H: 1.5290 -5.1272 -3.8888  -0.11
H: 3.8256 -0.0617 1.5753  0.06
C: 0.7461 9.5344 -2.3472  -1.63
H: -1.6974 0.3287 1.6867  0.12
H: 4.8965 2.7212 0.9249  0.11
Br: -5.5981 -4.5289 0.5178  0.58
C: 4.4146 -4.7676 -0.6691  -0.35
H: -5.2226 -6.8836 -0.1360  -0.10
H: 4.5359 -0.0515 4.7304  -0.04
S: 1.7464 -3.7911 -3.7970  0.81
Br: 0.5879 4.7515 -7.1081  0.58
Br: -3.6027 -10.0985 -5.0667  0.54
H: 7.0632 1.4385 0.5251  0.07
Br: -3.2295 6.9166 -0.3426  0.55
C: 1.4302 -3.4475 -2.0560  -0.44
Br: -5.1387 -5.8203 -2.3672  0.58
Br: -6.5683 6.4729 8.1994  0.57
C: -0.7250 -2.3517 -2.7108  -0.20
Br: 5.6601 -1.7131 6.1764  0.57
C: -4.7756 -5.9579 -0.4788  -1.64
H: -2.8015 -2.0896 -2.1750  0.07
N: 3.1226 -3.9842 1.2144  0.08
C: 4.2017 -4.5252 0.7175  -0.05
O: 5.5946 -5.3772 -1.0336  0.05
Br: -0.5046 6.4195 -4.6157  0.56
H: -0.7917 -1.2569 -2.6446  0.09
S: 0.8177 -2.7335 2.4217  0.78
H: -0.4590 -3.1041 2.6821  -0.10
H: 5.8574 1.2745 -0.7812  0.07
H: 1.3062 6.9422 -6.2150  -0.03
H: -0.0630 3.1455 -3.8565  0.05
C: 0.4097 2.4413 -1.8060  -0.31
Br: -5.7821 -9.5838 0.6533  0.59
H: -1.6427 3.8727 4.8665  -0.12
C: -5.6795 7.7989 7.1242  -1.66
H: -2.1146 -2.4149 -0.1041  0.09
C: -1.2105 -1.8891 0.2192  -0.14
H: -3.0768 -12.1586 -6.3266  -0.03
H: 0.7069 4.5601 -1.9734  0.04
H: -2.6048 -3.2648 -3.4522  0.07
Br: 2.5309 5.4477 -4.6707  0.58
H: 2.1366 3.7010 -1.4421  0.08
C: -1.0150 0.6128 0.8699  -0.17
Br: -2.6885 5.4010 6.5042  0.59
C: 1.0111 -2.9984 0.6485  -0.42
C: 2.5310 1.6310 1.8561  -0.19
Br: -0.9906 9.7845 -3.1465  0.54
Br: -2.7555 -10.6103 0.5093  0.58
N: 3.5591 -4.4635 -1.5956  0.19
H: 4.9940 -4.8140 1.4130  0.13
Br: -4.2912 8.4692 2.2399  0.56
Br: -5.0173 -12.9616 -5.0196  0.55
H: -2.4943 9.0611 0.6448  -0.03
S: 0.0511 3.1991 3.0169  0.72
H: -4.7413 7.3659 6.8055  -0.10